Molecular formula: C5H11NO
Method: DFT, wB97M-V/def2-TZVPD

The calculation puts the HOMO energy at -9.1 eV. The calculation puts the energy above the lowest of the compared OMol25 structures with the same formula, charge and spin at 187.3 kJ/mol. The SMILES is CCCNC(C)=O. The LUMO energy comes out at 0.93 eV. For the maximum force, the calculation gives 2.915 eV/Å.

XYZ file:
```
18
Properties=species:S:1:pos:R:3:forces:R:3
O 1.750 1.010 0.476 -0.9 1.5 1.6
N 0.378 -0.714 0.776 0.7 0.0 -0.4
C -1.451 0.797 -0.112 0.1 0.0 0.0
C -0.637 0.326 1.103 0.1 0.0 0.1
C 1.635 -0.198 0.366 0.2 2.4 -1.6
C 2.895 -0.408 -0.616 -0.4 -1.4 0.2
C -2.354 -0.281 -0.705 0.0 -0.1 0.0
H -2.064 1.657 0.198 0.2 -0.2 0.0
H -0.109 1.184 1.521 -0.1 -0.2 0.0
H 3.809 -0.258 -0.022 -0.5 -0.4 0.0
H -1.324 -0.050 1.873 0.3 -0.2 -0.2
H -2.929 0.100 -1.556 0.1 -0.1 0.1
H -0.754 1.175 -0.870 -0.1 -0.1 0.1
H -3.070 -0.648 0.041 0.1 0.1 -0.1
H 2.918 0.426 -1.362 -0.6 -0.8 0.8
H -1.762 -1.134 -1.054 -0.1 0.1 0.0
H 0.156 -1.648 1.099 0.6 0.2 -0.5
H 2.912 -1.336 -1.155 0.3 -0.7 -0.2
```
Positions in Å, forces in eV/Å.



Molecular formula: C5H11NO
Method: DFT, wB97M-V/def2-TZVPD

The calculation puts the HOMO energy at -9.2 eV. The calculation puts the energy above the lowest of the compared OMol25 structures with the same formula, charge and spin at 142.5 kJ/mol. The SMILES is CC(C)[C@H](N)C=O. The LUMO energy comes out at 0.93 eV. For the maximum force, the calculation gives 2.151 eV/Å.

XYZ file:
```
18
Properties=species:S:1:pos:R:3:forces:R:3
O -0.218 -1.194 1.963 -0.2 0.1 0.0
N 1.564 -0.575 -0.466 0.8 -0.7 -0.5
C 0.607 -0.376 1.655 0.2 -0.2 0.0
C -1.327 -0.616 -0.910 -0.3 1.3 -1.1
C -0.661 0.671 -0.344 0.2 -2.1 -0.6
C -0.490 1.676 -1.473 0.0 1.8 1.1
C 0.702 0.292 0.289 -0.4 0.8 0.2
H -1.394 1.056 0.360 0.5 0.3 0.5
H 0.258 2.428 -1.176 0.2 -0.3 -0.1
H 1.423 -0.138 2.365 0.0 0.1 -0.1
H 1.247 -1.512 -0.656 -0.5 0.0 0.3
H -2.356 -0.335 -1.170 0.0 -0.3 0.3
H -0.874 -0.775 -1.891 0.1 -0.6 0.2
H -1.385 2.306 -1.465 -0.2 -0.3 -0.7
H 1.291 1.207 0.442 -0.2 0.0 0.1
H 1.968 -0.234 -1.326 -0.1 0.5 0.2
H -0.226 1.363 -2.476 -0.2 -0.5 0.0
H -1.311 -1.498 -0.288 0.1 0.0 0.2
```
Positions in Å, forces in eV/Å.



Molecular formula: C5H11NO
Method: DFT, wB97M-V/def2-TZVPD

The calculation puts the HOMO energy at -8.7 eV. The calculation puts the energy above the lowest of the compared OMol25 structures with the same formula, charge and spin at 208.6 kJ/mol. The SMILES is CNCCCC=O. The LUMO energy comes out at 0.92 eV. For the maximum force, the calculation gives 1.866 eV/Å.

XYZ file:
```
18
Properties=species:S:1:pos:R:3:forces:R:3
O -0.969 -1.855 0.914 0.0 0.0 -0.3
N 1.227 0.138 -1.098 -0.3 -0.2 0.8
C 0.983 0.721 0.235 -0.3 0.1 -0.2
C -1.617 0.425 0.465 -0.4 0.4 0.6
C 1.251 -1.339 -1.240 1.7 0.5 0.5
C -1.188 -0.748 1.332 -1.1 -0.1 -0.3
C -0.392 1.403 0.272 -1.3 0.8 -1.0
H -1.963 -0.007 -0.455 0.4 -0.3 -0.8
H 1.729 -1.476 -2.211 -0.6 -0.5 -0.2
H 1.103 -0.042 1.008 -0.2 -0.1 0.0
H 1.703 1.496 0.541 0.2 -0.2 -0.6
H -0.378 2.227 0.999 -0.2 -0.4 0.1
H 0.484 0.515 -1.670 0.2 -0.2 -0.4
H 1.996 -1.777 -0.553 -0.1 0.5 0.0
H -0.600 1.952 -0.731 0.6 -0.8 1.5
H -1.138 -0.612 2.406 0.2 0.5 0.7
H -2.597 0.906 0.813 1.7 -0.3 0.2
H 0.365 -1.927 -1.026 -0.5 0.3 -0.5
```
Positions in Å, forces in eV/Å.



Molecular formula: C5H11NO
Method: DFT, wB97M-V/def2-TZVPD

The calculation puts the HOMO energy at -8.9 eV. The calculation puts the energy above the lowest of the compared OMol25 structures with the same formula, charge and spin at 324.6 kJ/mol. The SMILES is C[C@H](C=O)N(C)C. The LUMO energy comes out at 0.59 eV. For the maximum force, the calculation gives 5.106 eV/Å.

XYZ file:
```
18
Properties=species:S:1:pos:R:3:forces:R:3
O -2.279 -0.682 -1.264 2.7 -0.1 1.7
N 1.113 0.271 -0.131 -1.8 -3.8 -0.4
C -1.088 0.260 1.121 -2.3 -0.3 3.6
C 1.304 -1.062 0.551 2.4 -0.7 -2.4
C -0.350 0.422 -0.163 -1.3 0.8 0.3
C -1.046 -0.528 -1.140 -4.4 2.6 0.3
C 1.947 1.244 0.448 0.4 1.2 1.2
H 1.473 -1.038 1.616 -0.9 0.2 0.7
H 1.521 1.521 1.461 0.7 0.4 -0.8
H 2.971 0.828 0.619 -0.8 0.2 -0.2
H -0.521 0.497 1.997 1.0 1.1 0.4
H 0.653 -1.889 0.157 0.0 1.1 0.7
H -1.344 -0.770 1.552 -0.2 0.9 -1.7
H 2.312 -1.443 0.222 -0.6 0.4 0.0
H 2.066 2.102 -0.245 -0.2 -0.2 0.7
H -2.015 0.945 1.230 1.4 -1.4 -0.5
H -0.557 -0.657 -2.006 2.8 -1.5 -3.2
H -0.732 1.449 -0.465 1.1 -1.0 -0.4
```
Positions in Å, forces in eV/Å.



Molecular formula: C5H11NO
Method: DFT, wB97M-V/def2-TZVPD

The calculation puts the HOMO energy at -9.2 eV. The calculation puts the energy above the lowest of the compared OMol25 structures with the same formula, charge and spin at 142.6 kJ/mol. The SMILES is CN[C@H](C)CC=O. The LUMO energy comes out at 0.95 eV. For the maximum force, the calculation gives 0.958 eV/Å.

XYZ file:
```
18
Properties=species:S:1:pos:R:3:forces:R:3
O -0.714 3.403 0.564 0.0 -0.3 -0.2
N 1.220 -0.534 -0.475 -0.6 -0.1 0.2
C -0.225 1.412 -0.635 0.6 -0.5 0.3
C 0.044 0.096 0.144 0.1 0.6 -0.6
C -1.101 2.333 0.150 0.1 0.9 0.3
C 1.726 -1.681 0.278 -0.2 -0.2 -0.6
C -1.206 -0.774 0.184 -0.2 0.2 0.5
H 0.736 1.903 -0.767 0.0 0.2 0.0
H -1.858 -0.458 1.007 0.0 -0.1 -0.2
H 2.688 -1.949 -0.152 0.2 0.0 0.3
H 1.824 -1.423 1.328 0.1 0.0 0.1
H -0.608 1.173 -1.626 -0.3 0.0 0.0
H 1.096 -2.578 0.175 0.0 0.1 0.3
H 0.898 -0.893 -1.371 0.2 0.2 -0.1
H -0.947 -1.812 0.372 -0.1 -0.1 -0.1
H 0.328 0.422 1.145 0.1 -0.3 0.2
H -1.777 -0.681 -0.743 0.1 -0.2 0.0
H -2.124 2.042 0.424 -0.2 -0.4 -0.2
```
Positions in Å, forces in eV/Å.



Molecular formula: C5H11NO
Method: DFT, wB97M-V/def2-TZVPD

The calculation puts the HOMO energy at -8.8 eV. The calculation puts the energy above the lowest of the compared OMol25 structures with the same formula, charge and spin at 251.8 kJ/mol. The SMILES is C=CN1C[C@@H]1C.O. The LUMO energy comes out at 1.04 eV. For the maximum force, the calculation gives 0.329 eV/Å.

XYZ file:
```
18
Properties=species:S:1:pos:R:3:forces:R:3
O -2.192 2.137 0.784 0.2 0.3 0.1
N 0.242 -0.037 0.552 -0.2 -0.1 0.0
C -1.011 -0.661 0.749 -0.1 -0.1 -0.1
C -2.009 -0.514 -0.121 0.1 -0.2 0.0
C 1.778 0.387 -1.419 0.0 0.0 0.0
C 1.094 -0.583 -0.494 0.1 0.0 -0.2
C 1.449 -0.743 0.939 0.2 -0.1 0.1
H -1.407 2.187 0.225 -0.1 0.2 0.1
H 0.687 -1.476 -0.970 0.1 0.1 0.0
H 1.333 -1.728 1.391 0.0 0.1 -0.1
H -1.130 -1.216 1.678 0.0 0.1 -0.1
H 2.173 1.240 -0.860 0.0 -0.1 -0.1
H -1.868 0.071 -1.027 0.0 -0.1 0.1
H -2.040 1.298 1.237 -0.2 0.2 0.0
H 2.231 -0.126 1.377 -0.2 -0.1 -0.1
H -3.003 -0.899 0.070 0.2 -0.1 0.0
H 2.603 -0.100 -1.949 -0.1 0.1 0.1
H 1.069 0.764 -2.164 0.1 -0.1 0.1
```
Positions in Å, forces in eV/Å.



Molecular formula: C5H11NO
Method: DFT, wB97M-V/def2-TZVPD

The calculation puts the HOMO energy at -9.1 eV. The calculation puts the energy above the lowest of the compared OMol25 structures with the same formula, charge and spin at 209.7 kJ/mol. The SMILES is NCCCCC=O. The LUMO energy comes out at 1.00 eV. For the maximum force, the calculation gives 3.175 eV/Å.

XYZ file:
```
18
Properties=species:S:1:pos:R:3:forces:R:3
O 2.633 -1.086 -2.321 0.3 0.6 -0.2
N -1.411 0.685 2.487 0.9 1.4 1.0
C -0.344 -0.011 1.729 -3.1 -0.5 -0.3
C 0.453 -1.073 -1.508 -2.0 0.3 1.1
C 1.671 -0.407 -2.070 0.2 -0.9 -0.1
C -0.499 -0.045 -0.849 1.4 2.2 0.5
C 0.100 0.644 0.420 0.6 -1.7 0.8
H -2.373 0.882 2.246 0.2 -0.9 -1.1
H 0.390 -0.200 2.503 0.5 -0.1 -0.4
H 1.172 0.379 0.428 0.0 0.9 -0.5
H -0.468 0.841 -1.491 -0.4 -0.3 -0.8
H -1.558 -0.276 -0.759 0.1 -0.5 0.2
H -0.820 -0.952 1.403 0.6 -0.2 0.5
H -0.099 1.715 0.459 0.3 0.0 -0.1
H 1.660 0.700 -2.231 0.0 -0.4 0.0
H 0.749 -1.927 -0.866 -0.1 0.6 -0.2
H -1.044 1.614 2.681 -0.1 -0.1 0.4
H -0.215 -1.483 -2.261 0.6 -0.3 -0.7
```
Positions in Å, forces in eV/Å.



Molecular formula: C5H11NO
Method: DFT, wB97M-V/def2-TZVPD

The calculation puts the HOMO energy at -9.2 eV. The calculation puts the energy above the lowest of the compared OMol25 structures with the same formula, charge and spin at 109.0 kJ/mol. The SMILES is CCN(C)C(C)=O. The LUMO energy comes out at 0.90 eV. For the maximum force, the calculation gives 2.568 eV/Å.

XYZ file:
```
18
Properties=species:S:1:pos:R:3:forces:R:3
O 0.448 -1.172 -1.573 -1.0 0.3 0.1
N 0.046 -0.117 0.366 0.0 0.0 -0.2
C 0.376 0.791 1.438 0.1 0.1 0.1
C -1.343 -0.528 0.211 -0.2 0.0 0.1
C 0.883 -0.546 -0.600 -0.6 -0.2 -0.4
C 2.380 -0.509 -0.592 -0.2 -0.2 -0.5
C -2.137 0.409 -0.688 -0.1 0.1 0.0
H -1.695 0.419 -1.688 -0.1 0.0 0.2
H 1.402 1.148 1.330 -0.1 -0.1 0.0
H -1.782 -0.593 1.212 0.0 0.1 -0.1
H 2.910 -0.518 0.378 -0.3 -0.5 -0.6
H -1.329 -1.529 -0.227 -0.1 0.2 0.1
H -0.292 1.661 1.414 0.1 -0.1 0.0
H -2.144 1.432 -0.294 0.0 -0.1 0.0
H 0.267 0.304 2.415 0.0 0.1 -0.1
H -3.174 0.069 -0.769 0.1 0.1 0.0
H 2.783 0.299 -1.205 -0.2 0.2 0.1
H 2.277 -1.381 -1.305 2.3 0.3 1.2
```
Positions in Å, forces in eV/Å.



Molecular formula: C5H11NO
Method: DFT, wB97M-V/def2-TZVPD

The calculation puts the HOMO energy at -10.3 eV. The calculation puts the energy above the lowest of the compared OMol25 structures with the same formula, charge and spin at 86.8 kJ/mol. The SMILES is CN=C=O.CCC. The LUMO energy comes out at 0.71 eV. For the maximum force, the calculation gives 0.761 eV/Å.

XYZ file:
```
18
Properties=species:S:1:pos:R:3:forces:R:3
O -0.249 -1.267 1.890 -0.2 -0.3 -0.7
N -0.841 -1.861 -0.332 0.1 0.2 0.7
C 0.092 1.440 -0.210 0.0 0.0 -0.1
C -0.498 -1.609 0.791 0.0 0.0 0.1
C -0.735 1.941 0.973 0.0 0.0 0.1
C -0.530 -2.794 -1.379 0.1 -0.2 -0.1
C 1.540 1.136 0.174 0.1 0.0 0.0
H 0.073 2.183 -1.017 0.0 -0.1 0.1
H -0.663 1.246 1.818 0.0 0.1 -0.1
H 0.236 -2.378 -2.040 -0.1 0.0 0.1
H -0.374 0.539 -0.623 0.1 0.2 0.1
H -0.169 -3.739 -0.966 0.0 0.1 -0.1
H 2.077 2.053 0.445 -0.1 -0.1 0.0
H -1.794 2.035 0.709 0.2 0.0 0.0
H 1.580 0.462 1.039 0.0 0.1 -0.1
H -0.384 2.921 1.315 0.0 -0.1 0.0
H -1.431 -2.980 -1.967 0.1 0.0 0.1
H 2.086 0.662 -0.650 -0.1 0.1 0.1
```
Positions in Å, forces in eV/Å.



Molecular formula: C5H11NO
Method: DFT, wB97M-V/def2-TZVPD

The calculation puts the HOMO energy at -11.4 eV. The calculation puts the energy above the lowest of the compared OMol25 structures with the same formula, charge and spin at 204.7 kJ/mol. The SMILES is C[C@@H](O)C#N.CC. The LUMO energy comes out at 0.63 eV. For the maximum force, the calculation gives 3.080 eV/Å.

XYZ file:
```
18
Properties=species:S:1:pos:R:3:forces:R:3
O 2.547 0.095 1.451 0.8 0.6 0.3
N 0.596 2.303 2.146 -0.9 -0.2 -0.2
C 0.476 1.353 1.497 2.4 -1.2 -0.7
C -2.317 -0.319 -0.482 0.1 -0.1 0.0
C 1.630 0.800 -0.702 0.1 -0.4 -0.1
C -1.546 -1.630 -0.580 0.0 0.0 -0.1
C 1.429 0.221 0.679 -2.5 1.5 0.9
H -1.409 -2.080 0.405 0.0 0.0 -0.1
H -2.389 0.166 -1.456 0.0 0.0 0.0
H 0.894 -0.733 0.677 0.1 0.2 -0.1
H 2.883 0.998 1.636 -0.1 -0.8 -0.1
H 2.110 1.777 -0.647 0.1 -0.1 0.0
H -1.842 0.373 0.213 0.0 0.1 0.0
H -2.085 -2.348 -1.202 0.1 0.0 0.0
H -3.325 -0.496 -0.114 -0.1 0.0 0.0
H -0.564 -1.477 -1.039 0.0 -0.1 0.1
H 0.674 0.906 -1.208 -0.1 0.1 0.0
H 2.238 0.093 -1.275 0.1 0.2 0.0
```
Positions in Å, forces in eV/Å.



Molecular formula: C5H11NO
Method: DFT, wB97M-V/def2-TZVPD

The calculation puts the HOMO energy at -8.7 eV. The calculation puts the energy above the lowest of the compared OMol25 structures with the same formula, charge and spin at 268.7 kJ/mol. The SMILES is COC1CN(C)C1. The LUMO energy comes out at 1.08 eV. For the maximum force, the calculation gives 0.750 eV/Å.

XYZ file:
```
18
Properties=species:S:1:pos:R:3:forces:R:3
O 1.562 0.906 -0.444 -0.1 0.0 0.4
N -1.333 -0.682 -0.168 -0.2 0.0 0.1
C 2.895 0.708 -0.060 0.2 -0.2 0.2
C 0.665 -0.165 -0.382 -0.1 -0.2 -0.2
C -0.653 0.333 -0.943 0.0 0.0 -0.3
C -2.637 -0.348 0.310 -0.3 0.0 0.1
C -0.240 -0.734 0.807 0.2 0.0 0.2
H 3.474 1.589 -0.366 -0.3 -0.2 0.1
H 1.060 -1.094 -0.812 0.2 0.4 -0.6
H -0.382 -0.076 1.680 0.1 0.2 -0.2
H -3.007 -1.179 0.915 -0.2 0.2 0.0
H -0.101 -1.770 1.154 0.5 0.4 0.0
H 2.945 0.610 1.028 0.3 -0.1 0.0
H -0.854 0.356 -2.017 0.1 -0.1 0.1
H 3.339 -0.177 -0.537 -0.1 0.0 0.1
H -2.634 0.580 0.912 -0.1 -0.1 0.0
H -0.809 1.347 -0.518 0.0 -0.2 -0.2
H -3.291 -0.204 -0.556 -0.1 0.0 0.2
```
Positions in Å, forces in eV/Å.



Molecular formula: C5H11NO
Method: DFT, wB97M-V/def2-TZVPD

The calculation puts the HOMO energy at -9.3 eV. The calculation puts the energy above the lowest of the compared OMol25 structures with the same formula, charge and spin at 410.3 kJ/mol. The LUMO energy comes out at 0.88 eV. For the maximum force, the calculation gives 6.497 eV/Å.

XYZ file:
```
18
Properties=species:S:1:pos:R:3:forces:R:3
O -0.620 1.573 -2.485 -1.2 0.4 5.4
N -0.178 0.163 -0.146 1.5 1.7 2.9
C 0.524 -0.555 -1.143 0.2 -0.9 0.5
C -0.413 -1.548 1.433 1.2 -3.0 -2.0
C 0.261 1.615 -0.235 -0.4 -0.2 0.1
C 0.230 -0.213 1.206 -1.2 -0.3 0.6
C -0.842 1.602 -1.188 -0.9 1.3 -6.3
H 0.126 2.197 0.758 0.4 -1.1 -1.9
H 0.132 -1.542 -1.227 -0.5 -0.8 -0.2
H 0.327 0.005 -2.041 1.0 -0.4 -0.8
H -0.829 -1.670 2.413 -0.5 -0.2 0.3
H 0.318 -2.490 1.203 -1.6 2.3 0.8
H -1.136 -1.579 0.561 0.1 -0.5 1.7
H 1.512 -0.671 -0.729 1.2 0.1 -0.9
H 1.235 1.596 -0.767 -0.4 0.9 0.7
H -0.139 0.534 1.963 0.4 -0.7 -0.9
H -1.816 1.249 -0.790 0.1 1.3 -0.3
H 1.308 -0.267 1.216 0.6 0.2 0.4
```
Positions in Å, forces in eV/Å.